Entry A
Computed, not measured: C5H12S in the gas phase, with ωB97M-V/def2-TZVPD.

## Properties
- Highest occupied orbital energy: -9.1 eV
- Structure (SMILES): CC(C)(C)CS
- Gap between HOMO and LUMO: 9.87 eV
- LUMO energy: 0.8 eV

```
! RIJCOSX wB97M-V def2-TZVPD def2/J DEFGRID3
* xyz 0 1
C -0.179 0.641 -1.534
C -0.201 0.090 -0.098
C -1.562 -0.660 0.237
C 0.062 1.193 0.930
C 1.045 -0.841 -0.127
S 1.570 -1.811 1.324
H -1.147 1.146 -1.805
H 0.509 1.508 -1.566
H 0.102 -0.134 -2.277
H -2.296 -0.142 0.754
H -1.271 -1.522 0.854
H -2.034 -1.043 -0.722
H 1.017 1.414 0.620
H -0.046 1.014 2.033
H -0.403 2.085 0.617
H 1.701 -0.225 -0.568
H 0.917 -1.764 -0.803
H 2.215 -0.949 2.129
*
```

---

Entry B
Computed, not measured: 2 unconnected molecules or ions with the total composition C5H12S, with ωB97M-V/def2-TZVPD.

## Properties
- Highest occupied orbital energy: -9.0 eV
- Structure (SMILES): C=CC.CCS
- Gap between HOMO and LUMO: 9.94 eV
- LUMO energy: 0.9 eV

```
! RIJCOSX wB97M-V def2-TZVPD def2/J DEFGRID3
* xyz 0 1
C -0.805 1.010 -4.415
C -0.900 -0.363 -4.010
C -0.365 -0.435 -2.571
H -0.962 1.111 -5.588
H -0.207 1.725 -3.807
H -1.344 -1.248 -4.509
H 0.384 -1.247 -2.549
H 0.212 0.531 -2.280
H -1.047 -0.800 -1.793
C 0.077 0.611 4.201
C 0.676 -0.701 3.424
S 1.886 -0.513 2.026
H -0.761 0.189 4.639
H -0.058 1.617 3.708
H 0.825 0.863 4.957
H 1.204 -1.324 4.240
H -0.112 -1.373 3.089
H 1.297 0.348 1.238
*
```

---

It is entry A that is most stable; the runner-up trails by 167.4 kJ/mol.

---

Entry A
Computed, not measured: a gas-phase ion, C4H5N2O (charge +1), with ωB97M-V/def2-TZVPD.

## Properties
- Highest occupied orbital energy: -14.3 eV
- Structure (SMILES): [H]/N=C/C=C\C=[N+]=O
- Gap between HOMO and LUMO: 6.91 eV
- LUMO energy: -7.4 eV

```
! RIJCOSX wB97M-V def2-TZVPD def2/J DEFGRID3
* xyz 1 1
H 2.069 -1.686 0.495
N 1.173 -1.106 0.486
C 0.027 -1.338 0.919
C -0.914 -0.224 0.798
C -1.068 0.806 -0.057
C -0.150 0.832 -1.251
N 1.046 1.146 -1.278
O 2.125 1.508 -1.068
H -0.372 -2.198 1.466
H -1.579 -0.238 1.697
H -1.710 1.597 -0.015
H -0.647 0.902 -2.192
*
```

---

Entry B
Computed, not measured: a gas-phase ion, C4H5N2O (charge +1), with ωB97M-V/def2-TZVPD.

## Properties
- Highest occupied orbital energy: -15.8 eV
- Gap between HOMO and LUMO: 10.62 eV
- LUMO energy: -5.2 eV

```
! RIJCOSX wB97M-V def2-TZVPD def2/J DEFGRID3
* xyz 1 1
C 0.692 -1.342 0.953
C -1.464 -1.622 -0.957
C -0.215 0.397 -0.684
C 0.448 0.995 0.551
N -0.536 -0.968 -0.360
N 1.047 -0.142 1.138
O -2.230 -2.292 -1.457
H -0.975 1.011 -1.071
H 0.639 0.429 -1.343
H 1.206 1.667 0.151
H -0.197 1.757 1.106
H 1.585 0.109 1.974
*
```

---

It is entry B that is most stable; the runner-up trails by 226.1 kJ/mol.

---

Entry A
Computed, not measured: 7 unconnected molecules or ions with the total composition C28H77N7O7, with ωB97M-V/def2-TZVPD.

## Properties
- Highest occupied orbital energy: -8.9 eV
- Structure (SMILES): COC[C@H](C)N.COC[C@H](C)N.COC[C@H](C)N.COC[C@H](C)N.COC[C@H](C)N.COC[C@H](C)N.COC[C@H](C)N
- Gap between HOMO and LUMO: 9.40 eV
- LUMO energy: 0.5 eV

```
! RIJCOSX wB97M-V def2-TZVPD def2/J DEFGRID3
* xyz 0 1
C -30.622 16.424 1.461
O -29.229 16.622 1.367
C -28.684 16.092 0.166
C -27.177 15.891 0.362
C -26.606 15.115 -0.840
N -26.861 15.001 1.497
H -31.229 17.031 0.783
H -30.839 16.770 2.474
H -30.917 15.376 1.350
H -29.144 15.130 -0.079
H -28.794 16.817 -0.647
H -26.726 16.867 0.538
H -27.004 14.101 -0.914
H -25.520 15.079 -0.777
H -26.828 15.503 -1.842
H -27.237 15.455 2.331
H -27.414 14.156 1.387
C -26.760 9.160 -1.283
O -25.649 8.420 -0.853
C -24.508 8.577 -1.647
C -23.385 7.659 -1.174
C -22.789 8.115 0.157
N -22.242 7.731 -2.110
H -26.597 10.239 -1.375
H -27.644 9.093 -0.647
H -27.069 8.779 -2.263
H -24.750 8.415 -2.707
H -24.016 9.559 -1.667
H -23.687 6.625 -0.999
H -23.485 8.291 0.981
H -22.174 9.019 0.146
H -22.120 7.313 0.478
H -22.667 7.856 -3.029
H -21.696 8.574 -1.966
C -22.274 12.396 2.821
O -22.830 11.310 2.128
C -24.221 11.168 2.359
C -25.038 11.949 1.296
C -26.523 11.587 1.334
N -24.559 11.421 -0.005
H -22.538 12.542 3.878
H -22.418 13.387 2.381
H -21.219 12.136 2.922
H -24.445 10.100 2.303
H -24.518 11.457 3.376
H -24.789 13.006 1.259
H -26.794 10.538 1.232
H -26.964 12.173 0.528
H -26.843 11.897 2.334
H -23.570 11.451 -0.219
H -24.773 10.430 -0.051
C -29.922 11.381 -0.725
O -30.991 11.763 -1.567
C -32.260 11.595 -1.000
C -33.331 11.908 -2.066
C -34.713 11.661 -1.506
N -33.163 11.060 -3.272
H -28.960 11.134 -1.162
H -30.228 10.437 -0.246
H -29.907 12.083 0.116
H -32.416 10.600 -0.564
H -32.396 12.328 -0.191
H -33.230 12.970 -2.301
H -35.042 12.234 -0.635
H -34.753 10.622 -1.167
H -35.432 11.947 -2.274
H -33.090 10.137 -2.835
H -32.201 11.197 -3.581
C -18.378 6.194 -0.136
O -18.130 7.567 -0.154
C -19.222 8.341 0.305
C -18.708 9.746 0.524
C -19.761 10.687 1.085
N -18.207 10.359 -0.736
H -18.486 5.866 0.917
H -17.506 5.552 -0.300
H -19.237 5.847 -0.709
H -20.045 8.357 -0.417
H -19.561 7.889 1.247
H -17.859 9.703 1.211
H -20.152 10.411 2.071
H -20.587 10.886 0.405
H -19.254 11.595 1.422
H -17.439 9.766 -1.043
H -18.957 10.176 -1.402
C -21.821 11.302 -3.288
O -20.918 10.240 -3.160
C -20.030 10.064 -4.234
C -19.344 8.717 -4.204
C -18.093 8.701 -5.063
N -20.184 7.536 -4.521
H -21.295 12.264 -3.326
H -22.455 11.377 -2.403
H -22.481 11.187 -4.152
H -20.482 10.060 -5.240
H -19.307 10.887 -4.209
H -18.969 8.563 -3.180
H -18.359 8.980 -6.088
H -17.641 7.712 -5.038
H -17.387 9.456 -4.716
H -20.764 7.289 -3.728
H -19.531 6.777 -4.668
C -30.314 10.822 3.697
O -30.220 11.967 4.521
C -29.472 13.008 3.933
C -29.359 14.197 4.875
C -30.659 14.514 5.636
N -28.761 15.333 4.216
H -29.607 10.085 4.104
H -30.177 10.985 2.629
H -31.265 10.329 3.917
H -28.443 12.670 3.774
H -29.865 13.356 2.970
H -28.730 13.911 5.725
H -30.526 15.358 6.316
H -30.896 13.690 6.314
H -31.550 14.654 5.018
H -29.456 15.757 3.598
H -28.614 16.152 4.801
*
```

---

Entry B
Computed, not measured: 7 unconnected molecules or ions with the total composition C28H77N7O7, with ωB97M-V/def2-TZVPD.

## Properties
- Highest occupied orbital energy: -9.1 eV
- Structure (SMILES): COC[C@H](C)N.COC[C@H](C)N.COC[C@H](C)N.COC[C@H](C)N.COC[C@H](C)N.COC[C@H](C)N.COC[C@H](C)N
- Gap between HOMO and LUMO: 9.54 eV
- LUMO energy: 0.5 eV

```
! RIJCOSX wB97M-V def2-TZVPD def2/J DEFGRID3
* xyz 0 1
C 2.805 5.410 6.732
O 4.099 5.179 6.295
C 4.777 6.344 5.892
C 6.329 6.072 5.819
C 6.981 5.870 7.152
N 6.950 7.326 5.239
H 2.809 5.546 7.813
H 2.260 4.490 6.523
H 2.393 6.295 6.247
H 4.391 6.730 4.949
H 4.563 7.191 6.544
H 6.417 5.156 5.235
H 7.128 6.757 7.768
H 7.982 5.484 6.960
H 6.521 5.035 7.682
H 7.876 7.057 4.938
H 6.497 7.542 4.363
C 5.572 -2.222 3.593
O 6.301 -3.233 2.889
C 6.185 -4.551 3.389
C 6.454 -5.593 2.256
C 5.416 -5.504 1.095
N 6.414 -6.904 2.767
H 4.514 -2.349 3.365
H 5.715 -1.212 3.210
H 5.703 -2.189 4.675
H 6.714 -4.722 4.327
H 5.151 -4.707 3.695
H 7.436 -5.543 1.785
H 5.655 -4.567 0.593
H 4.383 -5.475 1.439
H 5.443 -6.386 0.454
H 5.676 -6.967 3.454
H 7.260 -7.074 3.292
C -7.137 -1.656 -4.362
O -6.452 -2.527 -5.273
C -6.028 -1.986 -6.498
C -5.365 -2.944 -7.499
C -4.299 -3.751 -6.913
N -4.811 -2.224 -8.662
H -7.818 -2.176 -3.688
H -7.774 -1.040 -4.997
H -6.542 -0.949 -3.785
H -6.763 -1.512 -7.148
H -5.350 -1.163 -6.271
H -6.131 -3.619 -7.882
H -3.876 -4.392 -7.686
H -4.778 -4.252 -6.071
H -3.432 -3.166 -6.609
H -4.130 -2.881 -9.015
H -5.457 -2.049 -9.419
C -5.716 1.405 3.587
O -6.287 0.168 4.090
C -7.674 0.180 4.438
C -7.884 0.801 5.855
C -7.269 -0.139 6.892
N -9.309 1.093 6.195
H -5.475 1.990 4.475
H -6.426 1.996 3.009
H -4.780 1.123 3.104
H -8.253 0.766 3.724
H -8.025 -0.850 4.370
H -7.314 1.730 5.843
H -7.765 -1.089 7.092
H -7.342 0.324 7.876
H -6.245 -0.287 6.548
H -9.792 1.394 5.360
H -9.619 0.194 6.536
C 2.060 -5.838 -5.837
O 0.968 -6.543 -5.225
C 1.315 -7.784 -4.535
C 0.057 -8.634 -4.249
C -0.692 -8.085 -3.038
N 0.288 -10.043 -4.018
H 2.314 -6.422 -6.722
H 2.932 -5.874 -5.185
H 1.716 -4.823 -6.036
H 1.912 -8.431 -5.176
H 2.044 -7.653 -3.735
H -0.565 -8.513 -5.136
H -1.674 -8.558 -3.053
H -0.868 -7.013 -3.133
H -0.210 -8.328 -2.091
H -0.617 -10.454 -4.196
H 0.548 -10.189 -3.053
C 2.535 10.080 -4.168
O 2.089 9.311 -3.046
C 0.868 8.587 -3.230
C 0.453 8.064 -1.837
C -0.802 7.145 -1.846
N 0.150 9.180 -0.933
H 3.403 10.708 -3.971
H 1.749 10.789 -4.426
H 2.508 9.464 -5.067
H 0.038 9.210 -3.564
H 1.065 7.763 -3.916
H 1.243 7.402 -1.480
H -0.602 6.184 -2.320
H -1.643 7.557 -2.404
H -1.048 6.901 -0.812
H -0.680 9.565 -1.362
H 0.896 9.838 -1.110
C 1.340 1.787 0.890
O 0.412 0.983 0.118
C 0.896 -0.319 -0.211
C 0.222 -0.964 -1.432
C -1.301 -1.362 -1.260
N 0.990 -2.149 -1.772
H 0.761 2.669 1.166
H 2.192 2.071 0.272
H 1.607 1.371 1.861
H 1.974 -0.218 -0.334
H 0.802 -0.995 0.639
H 0.293 -0.341 -2.323
H -1.738 -1.829 -2.143
H -1.837 -0.449 -1.004
H -1.426 -2.138 -0.505
H 0.796 -2.636 -2.636
H 0.814 -2.846 -1.064
*
```

---

It is entry A that is most stable; the runner-up trails by 190.2 kJ/mol.

---

Entry A
Computed, not measured: 2 unconnected molecules or ions with the total composition C4H10S, with ωB97M-V/def2-TZVPD.

## Properties
- Highest occupied orbital energy: -8.5 eV
- Structure (SMILES): C=C.CSC
- Gap between HOMO and LUMO: 9.52 eV
- LUMO energy: 1.0 eV

```
! RIJCOSX wB97M-V def2-TZVPD def2/J DEFGRID3
* xyz 0 1
C 4.816 3.270 -1.527
C 4.138 3.835 -2.579
H 4.197 2.545 -0.795
H 5.847 3.274 -1.356
H 3.036 3.924 -2.832
H 4.539 4.467 -3.324
C -2.724 -1.727 0.203
S -1.767 -2.229 1.604
C -3.099 -3.036 2.697
H -3.197 -2.705 -0.193
H -3.571 -0.909 0.128
H -1.992 -1.431 -0.535
H -2.657 -2.899 3.696
H -3.514 -4.027 2.394
H -4.051 -2.353 2.418
*
```

---

Entry B
Computed, not measured: 2 unconnected molecules or ions with the total composition C4H10S, with ωB97M-V/def2-TZVPD.

## Properties
- Highest occupied orbital energy (alpha / beta): -7.7 / -7.3 eV
- Gap between HOMO and LUMO (alpha / beta): 8.14 / 8.01 eV
- LUMO energy (alpha / beta): 0.5 / 0.7 eV

```
! RIJCOSX wB97M-V def2-TZVPD def2/J DEFGRID3
* xyz 0 1
C 0.176 0.934 -0.160
C -3.367 -0.928 -0.214
C 2.401 -0.169 0.484
C 1.421 0.192 -0.632
S -2.508 0.458 0.208
H 0.157 1.205 0.883
H -0.188 1.698 -0.820
H -3.110 -1.870 0.227
H -3.770 -0.922 -1.206
H 3.287 0.462 0.437
H 1.946 -0.029 1.464
H 2.723 -1.205 0.406
H 1.103 -0.726 -1.142
H 1.915 0.801 -1.396
H -2.188 0.100 1.461
*
```

---

It is entry A that is most stable; the runner-up trails by 128.7 kJ/mol.